Record 1
The following is a quantum chemistry calculation of C3H4BeLiO3 as an isolated structure at a distorted geometry, from the OMol25 dataset.

```
12
Properties=species:S:1:pos:R:3:mulliken_charge:R:1
H -2.0921 -0.7852 1.0144 0.3362
C -1.4277 -0.5399 0.1613 -0.1522
C -0.3385 -1.5643 0.1174 0.1072
O 0.8495 -1.1387 0.0296 -0.2591
C 1.6657 1.1385 -0.6005 0.0442
O 2.8061 1.0053 0.0557 -0.2973
Be 0.5738 0.5469 0.5292 -0.5368
O -0.9423 0.7599 0.2624 -0.2146
H -2.0452 -0.7289 -0.7407 0.3382
H -0.5701 -2.4784 -0.4581 0.3489
H 3.4925 1.6011 -0.2826 0.3622
Li -1.9716 2.1836 -0.0881 0.9231
```

Properties
Calculated total energy (hartree): -364.3929
M (Da): 104.0
Kohn-Sham gap (alpha / beta) (eV): 5.51 / 5.39
Net charge: +1
Relative energy (zero: lowest compared OMol25 entry of this formula, charge and spin) (kJ/mol): 332.75


Record 2
The following is a quantum chemistry calculation of an isolated ion of composition C6H10NO and charge +1 at a distorted geometry, from the OMol25 dataset.

```
18
Properties=species:S:1:pos:R:3:mulliken_charge:R:1
O -2.3779 -2.0226 -0.0326 -0.4680
C -2.4682 -0.8603 -0.6993 -0.0337
C -1.3814 0.3613 -0.3693 -0.4446
C 0.1603 0.0004 -0.7952 -0.1876
C 1.2705 1.1608 -0.3287 -0.5225
C 1.2191 0.8293 1.3082 -0.5684
C 1.2560 -0.8283 1.1151 -0.0118
N 0.6779 -1.2424 -0.0858 -0.0298
H -3.3256 -0.6664 -1.4731 0.3120
H -1.7029 1.3482 -0.9356 0.3525
H -1.5114 0.5705 0.7956 0.2323
H 0.1835 -0.1985 -1.9695 0.3899
H 2.2827 0.7989 -0.8337 0.3022
H 0.8442 2.2112 -0.6541 0.3571
H 2.2838 1.1207 1.7048 0.3454
H 0.2738 1.2614 1.8722 0.2897
H 1.7191 -1.6165 1.8491 0.3745
H 0.5963 -2.2276 -0.4679 0.3107
```

Properties
Calculated total energy (hartree): -364.2100
M (Da): 112.2
Kohn-Sham gap (eV): 8.52
SMILES: O=CC[C@H]1CCC=[NH+]1
Net charge: +1
Relative energy (zero: lowest compared OMol25 entry of this formula, charge and spin) (kJ/mol): 360.35


Record 3
The following is a quantum chemistry calculation of C29H45HfN2S5SbSi2 as an isolated structure, from the OMol25 dataset.

```
85
Properties=species:S:1:pos:R:3:mulliken_charge:R:1
Hf -0.1884 -1.0580 0.0312 0.6062
C 0.2783 -2.1434 -3.5732 -0.5089
C -0.9162 -1.2557 -3.5432 0.8563
C -1.5122 -0.9721 -4.8030 -1.0832
C -2.6633 -0.2709 -4.8742 -0.9443
C -3.3040 0.1227 -3.6805 0.9965
C -4.5574 0.7673 -3.7166 -0.7927
C -5.1870 1.0752 -2.5444 -0.7434
C -4.5853 0.7468 -1.3215 -0.4934
C -3.3454 0.1292 -1.2391 0.9069
S -2.7385 -0.2502 0.3395 -0.4688
C -2.6574 -0.1823 -2.4547 -1.3647
N -1.4294 -0.8129 -2.4086 0.7825
H -0.0465 -3.1862 -3.5395 0.3351
H 0.9404 -2.0123 -2.7324 -0.6068
H 0.8453 -2.0016 -4.4970 0.2730
H -1.0128 -1.3272 -5.6962 0.4599
H -3.1197 -0.0255 -5.8290 0.3586
H -5.0136 0.9825 -4.6778 0.3180
H -6.1572 1.5611 -2.5525 0.3473
H -5.0935 0.9607 -0.3882 0.4599
S 1.0672 -5.6040 -2.2954 -0.7478
Sb 0.7099 -4.4129 -0.3789 0.8013
S 1.9865 -2.3633 -0.4588 -0.6151
S -1.3898 -3.2833 -0.4454 -0.5140
S 1.0909 -5.5139 1.5783 -0.6801
C 1.7032 0.1022 4.5028 -1.3451
Si 1.8483 -0.9879 2.9528 0.5869
C 2.9393 0.0396 1.8122 -0.9558
C 2.9017 -2.4484 3.4769 -0.9791
C 0.2283 -1.6002 2.2257 1.5722
Si -1.0729 -2.0064 3.5217 0.4628
C -1.6145 -0.5311 4.5729 -1.0661
C -2.6896 -2.7774 2.9759 -1.0871
C -0.3136 -3.2537 4.7101 -1.1076
H 2.6094 0.7144 4.5941 0.4049
H 1.6246 -0.5231 5.4035 0.3365
H 0.8461 0.7793 4.4940 0.3600
H 3.7969 0.4256 2.3812 0.4715
H 2.4058 0.8889 1.3780 0.0563
H 3.3264 -0.5605 0.9894 0.2674
H 3.8883 -2.1255 3.8351 0.3334
H 3.0411 -3.1271 2.6254 0.1906
H 2.4123 -3.0260 4.2696 0.2945
H 0.5330 -2.6289 1.9452 -1.0605
H -2.0373 0.2704 3.9565 0.2133
H -0.7906 -0.1186 5.1614 0.3086
H -2.3950 -0.8684 5.2685 0.4338
H -3.3831 -2.0380 2.5678 0.2421
H -3.1612 -3.2528 3.8470 0.4207
H -2.5331 -3.5416 2.2118 0.2610
H 0.4557 -2.7836 5.3391 0.2858
H 0.1642 -4.0523 4.1303 0.1936
H -1.0677 -3.7026 5.3678 0.3400
C 3.1949 -0.1894 -3.7979 -1.9226
C 2.4979 0.9385 -3.0786 0.6771
C 2.7096 2.2674 -3.4674 -0.9246
C 2.0403 3.2784 -2.7974 0.5334
C 2.2099 4.7202 -3.2213 -1.6492
C 1.2064 2.9895 -1.7164 -0.7940
C 1.0198 1.6727 -1.2415 0.9807
C 1.6551 0.6819 -2.0240 0.7361
N 0.2944 1.2634 -0.1378 1.6018
C -0.1784 2.3283 0.7958 1.6351
C -0.6616 1.6873 2.0933 -1.7551
C 0.9428 3.3223 1.2518 -1.8396
C -1.3663 3.0949 0.1943 -1.5942
H 4.2770 -0.0302 -3.7959 0.4519
H 2.8714 -0.2471 -4.8408 0.3141
H 2.9983 -1.1502 -3.3213 0.2252
H 3.3790 2.4972 -4.2936 0.2218
H 2.8856 4.7984 -4.0759 0.3593
H 2.6212 5.3236 -2.4081 0.3064
H 1.2500 5.1607 -3.5051 0.3298
H 0.7014 3.8235 -1.2591 0.4201
H 1.4688 -0.3442 -1.7494 -1.2661
H 0.1327 1.0948 2.5419 0.0205
H -1.5307 1.0566 1.9323 -0.1930
H -0.9496 2.4702 2.8003 0.6316
H 1.9365 2.9342 1.0306 0.2870
H 0.8771 3.4747 2.3314 0.4033
H 0.8568 4.3051 0.7856 0.4855
H -2.1883 2.3993 0.0111 0.0764
H -1.1080 3.5782 -0.7510 0.3913
H -1.7110 3.8639 0.8985 0.4770
```

Properties
Calculated total energy (hartree): -4100.1055
M (Da): 938.5
Kohn-Sham gap (eV): 6.47
Net charge: -2
Relative energy (zero: lowest compared OMol25 entry of this formula, charge and spin) (kJ/mol): 0.00


Record 4
The following is a quantum chemistry calculation of a 2-piece molecular cluster, C3H9OS overall at a distorted geometry, from the OMol25 dataset.

```
14
Properties=species:S:1:pos:R:3:mulliken_charge:R:1
C 0.4672 0.5096 2.9681 -0.4156
O -0.8820 0.0914 2.8531 -0.5519
H 0.2736 1.0980 3.7504 0.2700
H 1.1252 -0.3164 3.3583 0.1814
H 0.8161 0.8412 1.9100 0.1518
C -0.1116 -0.1186 -2.9433 -0.8959
C -0.2558 -0.2210 -1.4185 -0.4285
S 1.1955 -0.8620 -0.5470 -0.7080
H 0.9283 0.4471 -3.2314 0.1965
H -0.9858 0.3641 -3.4122 0.3294
H -0.0968 -1.1982 -3.2666 0.2159
H -0.3006 0.7928 -0.9867 0.1694
H -1.2126 -0.8292 -1.1159 0.1829
H -0.9607 -0.5987 2.0819 0.3025
```

Properties
Calculated total energy (hartree): -593.0963
M (Da): 93.2
Kohn-Sham gap (eV): 6.42
Net charge: -1
Relative energy (zero: lowest compared OMol25 entry of this formula, charge and spin) (kJ/mol): 201.09


Please write out number 2 again, unchanged.
The following is a quantum chemistry calculation of an isolated ion of composition C6H10NO and charge +1 at a distorted geometry, from the OMol25 dataset.

```
18
Properties=species:S:1:pos:R:3:mulliken_charge:R:1
O -2.3779 -2.0226 -0.0326 -0.4680
C -2.4682 -0.8603 -0.6993 -0.0337
C -1.3814 0.3613 -0.3693 -0.4446
C 0.1603 0.0004 -0.7952 -0.1876
C 1.2705 1.1608 -0.3287 -0.5225
C 1.2191 0.8293 1.3082 -0.5684
C 1.2560 -0.8283 1.1151 -0.0118
N 0.6779 -1.2424 -0.0858 -0.0298
H -3.3256 -0.6664 -1.4731 0.3120
H -1.7029 1.3482 -0.9356 0.3525
H -1.5114 0.5705 0.7956 0.2323
H 0.1835 -0.1985 -1.9695 0.3899
H 2.2827 0.7989 -0.8337 0.3022
H 0.8442 2.2112 -0.6541 0.3571
H 2.2838 1.1207 1.7048 0.3454
H 0.2738 1.2614 1.8722 0.2897
H 1.7191 -1.6165 1.8491 0.3745
H 0.5963 -2.2276 -0.4679 0.3107
```

Properties
Calculated total energy (hartree): -364.2100
M (Da): 112.2
Kohn-Sham gap (eV): 8.52
SMILES: O=CC[C@H]1CCC=[NH+]1
Net charge: +1
Relative energy (zero: lowest compared OMol25 entry of this formula, charge and spin) (kJ/mol): 360.35